No. 1
Below is the ion C6H5F3N with charge +1 at a distorted geometry, with properties calculated with ωB97M-V/def2-TZVPD.

CARTESIAN COORDINATES (ANGSTROEM)
C (0.637, 0.717, -0.804)
C (0.190, 1.933, -1.159)
C (-0.122, 0.445, 0.451)
C (-0.427, 2.474, 0.095)
C (-0.628, -0.828, 0.757)
C (-0.750, 3.913, 0.254)
N (-0.465, 1.598, 1.091)
F (0.374, 4.618, 0.274)
F (-1.369, 4.221, -0.882)
F (-1.547, 4.184, 1.276)
H (1.084, -0.141, -1.320)
H (0.370, 2.586, -1.984)
H (0.016, -1.605, 1.144)
H (-0.824, -1.326, -0.124)
H (-1.450, -0.676, 1.415)

The largest force on an atom comes out at 3.44 eV/A. Its SMILES is CC1=[N+]=C(C(F)(F)F)C=C1. The value obtained for the energy above the lowest of the compared OMol25 structures with the same formula, charge and spin is 0.00 kJ/mol. Its net charge is +1.

No. 2
Below is an isolated molecule of C4H7NO2S at a distorted geometry, with properties calculated with ωB97M-V/def2-TZVPD.

CARTESIAN COORDINATES (ANGSTROEM)
C (-2.035, -0.767, 0.027)
C (-0.387, 1.093, 0.221)
C (1.191, 1.130, 0.152)
C (1.225, -1.143, -0.356)
H (-2.015, -1.858, 0.038)
H (-0.788, 1.535, 1.144)
H (-0.833, 1.567, -0.656)
H (1.553, 0.908, 1.151)
H (1.586, 2.071, -0.218)
H (2.116, -1.593, 0.051)
H (0.935, -1.710, -1.246)
N (-0.835, -0.297, 0.187)
O (1.540, 0.156, -0.810)
O (0.138, -1.204, 0.603)
S (-3.391, 0.112, -0.288)

The largest force on an atom comes out at 1.95 eV/A. Its SMILES is S=CN1CCOCO1. The value obtained for the energy above the lowest of the compared OMol25 structures with the same formula, charge and spin is 344.99 kJ/mol.

No. 3
Below is a cluster of 6 separate species, C13H40BClNO6PS in total at a distorted geometry, with properties calculated with ωB97M-V/def2-TZVPD.

CARTESIAN COORDINATES (ANGSTROEM)
N (-1.002, -1.409, 1.530)
B (-1.658, -0.417, 2.348)
O (-1.368, -0.349, 3.680)
P (-2.866, 0.880, 1.524)
S (-1.770, 1.286, -0.233)
C (-4.328, -0.063, 0.907)
C (-5.056, -0.893, 1.977)
C (-4.852, -2.398, 1.910)
Cl (-3.537, -2.975, 2.967)
H (-0.468, -2.012, 2.151)
H (-0.300, -0.943, 0.955)
H (-2.052, 0.077, 4.200)
H (-1.909, 0.122, -0.882)
H (-5.022, 0.697, 0.554)
H (-4.081, -0.668, 0.035)
H (-4.844, -0.533, 2.983)
H (-6.124, -0.737, 1.819)
H (-5.746, -2.922, 2.232)
H (-4.643, -2.708, 0.891)
C (1.091, 3.962, -0.517)
C (0.247, 4.386, -1.704)
O (0.029, 5.797, -1.710)
H (0.609, 4.256, 0.417)
H (1.241, 2.881, -0.505)
H (2.071, 4.446, -0.550)
H (-0.735, 3.918, -1.657)
H (0.725, 4.092, -2.640)
H (0.892, 6.218, -1.763)
C (-6.925, -5.115, 4.635)
C (-6.012, -4.736, 5.787)
O (-4.655, -5.067, 5.528)
H (-6.848, -6.182, 4.425)
H (-7.965, -4.875, 4.860)
H (-6.638, -4.578, 3.727)
H (-6.290, -5.283, 6.687)
H (-6.099, -3.665, 6.005)
H (-4.384, -4.577, 4.743)
C (3.303, 0.278, -0.749)
C (2.655, -0.654, 0.255)
O (1.511, -1.312, -0.288)
H (2.593, 1.033, -1.089)
H (4.167, 0.783, -0.311)
H (3.639, -0.283, -1.623)
H (2.303, -0.100, 1.125)
H (3.377, -1.403, 0.595)
H (1.803, -1.822, -1.049)
C (3.399, 3.938, -6.377)
C (2.297, 3.800, -5.343)
O (2.433, 4.742, -4.282)
H (4.376, 3.813, -5.909)
H (3.291, 3.192, -7.166)
H (3.374, 4.928, -6.837)
H (2.333, 2.817, -4.875)
H (1.315, 3.913, -5.815)
H (2.388, 5.624, -4.662)
C (7.250, -0.855, -1.871)
C (6.564, -1.785, -0.887)
O (5.422, -2.414, -1.468)
H (6.553, -0.091, -2.216)
H (8.111, -0.365, -1.416)
H (7.596, -1.409, -2.747)
H (6.206, -1.227, -0.023)
H (7.260, -2.553, -0.534)
H (5.727, -2.919, -2.226)

The largest force on an atom comes out at 1.36 eV/A. The calculation puts the total energy at -2250.1239 Ha. Its SMILES is NB(O)P(S)CCCCl.CCO.CCO.CCO.CCO.CCO.

No. 4
Below is a cluster of 8 separate species, C37H71F2NO24 in total at a distorted geometry, with properties calculated with ωB97M-V/def2-TZVPD.

CARTESIAN COORDINATES (ANGSTROEM)
C (1.822, -5.028, 0.902)
C (0.657, -5.949, 0.182)
F (-0.115, -6.612, 1.295)
C (-0.417, -5.103, -0.723)
C (-1.023, -6.182, -1.799)
N (0.009, -6.802, -2.727)
O (0.265, -3.908, -1.243)
C (-0.405, -2.661, -0.827)
O (0.020, -1.393, -0.762)
O (-1.777, -2.942, -0.372)
C (-1.653, -4.372, 0.067)
C (-3.192, -4.902, -0.129)
C (-3.570, -6.230, 0.794)
C (-3.345, -5.972, 2.417)
F (-3.972, -4.662, 2.764)
H (2.032, -5.548, 1.956)
H (1.536, -3.901, 1.036)
H (2.836, -5.121, 0.284)
H (1.212, -6.813, -0.377)
H (-1.807, -5.635, -2.480)
H (-1.595, -7.035, -1.228)
H (-0.564, -7.228, -3.511)
H (0.477, -7.633, -2.267)
H (-1.288, -4.248, 1.173)
H (-3.517, -5.054, -1.258)
H (-3.898, -4.033, 0.283)
H (-3.069, -7.213, 0.397)
H (-4.748, -6.377, 0.665)
H (-3.910, -6.836, 2.989)
H (-2.207, -5.935, 2.689)
C (6.621, -3.060, 3.755)
C (5.264, -3.132, 4.434)
O (4.649, -4.408, 4.220)
C (5.141, -5.429, 4.962)
O (6.038, -5.353, 5.789)
O (4.481, -6.562, 4.615)
C (4.976, -7.737, 5.254)
H (6.535, -3.312, 2.693)
H (7.048, -2.057, 3.848)
H (7.326, -3.772, 4.193)
H (4.600, -2.382, 3.992)
H (5.334, -2.910, 5.505)
H (4.999, -7.619, 6.342)
H (5.972, -7.976, 4.870)
H (4.303, -8.565, 5.013)
C (-2.599, -0.756, -1.950)
C (-4.077, -1.068, -2.118)
O (-4.888, 0.030, -1.680)
C (-4.954, 1.086, -2.526)
O (-4.402, 1.175, -3.613)
O (-5.724, 2.042, -1.950)
C (-5.791, 3.255, -2.698)
H (-2.383, -0.458, -0.919)
H (-1.989, -1.626, -2.204)
H (-2.292, 0.076, -2.591)
H (-4.337, -1.925, -1.489)
H (-4.319, -1.340, -3.152)
H (-6.108, 3.070, -3.729)
H (-4.820, 3.758, -2.676)
H (-6.530, 3.906, -2.223)
C (-0.341, -0.713, 5.899)
C (0.705, -1.717, 6.352)
O (2.013, -1.131, 6.357)
C (2.280, -0.297, 7.390)
O (1.520, -0.017, 8.305)
O (3.533, 0.195, 7.225)
C (3.902, 1.170, 8.198)
H (-0.068, -0.284, 4.929)
H (-1.322, -1.187, 5.815)
H (-0.424, 0.122, 6.601)
H (0.734, -2.551, 5.644)
H (0.465, -2.136, 7.336)
H (3.764, 0.791, 9.215)
H (3.321, 2.085, 8.044)
H (4.961, 1.406, 8.059)
C (-1.982, 5.712, -4.858)
C (-3.459, 5.400, -5.026)
O (-4.271, 6.497, -4.588)
C (-4.337, 7.553, -5.434)
O (-3.784, 7.642, -6.520)
O (-5.107, 8.510, -4.858)
C (-5.174, 9.722, -5.605)
H (-1.766, 6.009, -3.827)
H (-1.371, 4.841, -5.112)
H (-1.674, 6.543, -5.498)
H (-3.720, 4.542, -4.396)
H (-3.702, 5.127, -6.059)
H (-5.491, 9.537, -6.637)
H (-4.203, 10.226, -5.583)
H (-5.913, 10.374, -5.131)
C (-7.848, 7.062, -2.925)
C (-7.892, 8.540, -3.274)
O (-8.991, 8.831, -4.146)
C (-10.211, 8.873, -3.559)
O (-10.447, 8.699, -2.372)
O (-11.136, 9.121, -4.520)
C (-12.481, 9.089, -4.047)
H (-7.837, 6.452, -3.833)
H (-6.960, 6.831, -2.330)
H (-8.730, 6.761, -2.352)
H (-6.978, 8.809, -3.815)
H (-7.932, 9.168, -2.376)
H (-12.619, 9.759, -3.193)
H (-12.757, 8.064, -3.783)
H (-13.134, 9.425, -4.858)
C (3.472, 1.387, -7.305)
C (3.158, 0.930, -5.891)
O (1.953, 1.537, -5.408)
C (0.800, 1.020, -5.894)
O (0.701, 0.092, -6.683)
O (-0.235, 1.725, -5.371)
C (-1.509, 1.344, -5.884)
H (3.500, 2.480, -7.360)
H (4.435, 0.989, -7.636)
H (2.704, 1.055, -8.011)
H (3.964, 1.251, -5.222)
H (3.097, -0.162, -5.821)
H (-1.678, 0.268, -5.775)
H (-1.591, 1.644, -6.933)
H (-2.277, 1.872, -5.312)
C (13.178, -0.025, 4.850)
C (11.853, -0.421, 4.221)
O (11.480, -1.752, 4.599)
C (10.992, -1.891, 5.855)
O (10.836, -0.994, 6.672)
O (10.725, -3.204, 6.064)
C (10.299, -3.501, 7.392)
H (13.952, -0.763, 4.614)
H (13.499, 0.956, 4.490)
H (13.104, 0.018, 5.941)
H (11.957, -0.420, 3.131)
H (11.056, 0.290, 4.470)
H (9.446, -2.880, 7.685)
H (11.132, -3.368, 8.088)
H (9.987, -4.549, 7.422)

The largest force on an atom comes out at 9.31 eV/A. The calculation puts the total energy at -3512.5545 Ha. Its SMILES is C[C@@H](F)[C@]1(CN)OC(=O)O[C@H]1CCCF.CCOC(=O)OC.CCOC(=O)OC.CCOC(=O)OC.CCOC(=O)OC.CCOC(=O)OC.CCOC(=O)OC.CCOC(=O)OC.